Entry from the Open Molecules 2025 dataset: C3H6OPd as an isolated structure (ωB97M-V/def2-TZVPD).

```
11
Properties=species:S:1:pos:R:3:mulliken_spin:R:1
H 0.395 -1.704 -1.211 0.01
H 1.219 0.764 0.090 0.05
C 0.221 -1.606 -0.130 0.04
H 1.196 -1.456 0.417 0.00
O -0.512 -0.423 0.118 0.13
C 0.156 0.830 -0.213 -0.12
Pd -1.718 0.406 0.943 1.50
H -0.324 -2.484 0.245 -0.01
H -0.238 2.882 0.467 0.02
C -0.576 1.850 0.588 1.34
H 0.181 0.940 -1.314 0.04
```

As for the HOMO energy (spin up / spin down): -0.4827 / -0.5624 Eh. Its orbital gap (spin up / spin down) is 8.6 / 7.8 eV. As for the total energy: -8719.654 eV. Its spin multiplicity is 4. As for the charge: +1.